78
Properties=species:S:1:pos:R:3:forces:R:3:mulliken_spin:R:1 method="wB97M-V/def2-TZVPD" e_above_lowest_ev=2.479 spin_multiplicity=5 e_homo_ha="0.0339 / -0.0573" total_charge=-2 orbital_gap_ev="2.9 / 5.4" total_energy_ev=-169581.0353 lumo_ev="3.87 / 3.87"
Rh 0.987688 0.263988 0.594823 -0.921 -1.226 -0.321 1.0931
I -0.203648 4.430678 3.948601 -0.113 0.109 0.076 0.0211
C 1.415743 3.093661 4.035333 -0.172 -0.625 -0.992 0.0279
C 2.420676 3.262554 4.998256 0.287 0.021 0.284 -0.0241
C 3.554899 2.494955 5.024988 -1.248 -0.231 -1.179 0.4988
I 5.190967 2.889116 6.624261 1.172 0.302 1.171 0.5116
C 3.687595 1.504588 4.021440 -0.054 -0.050 -0.043 -0.0710
C 4.805653 0.645217 3.895400 0.065 0.143 0.190 -0.0069
C 4.860499 -0.283951 2.898029 0.053 -0.154 -0.116 -0.0112
C 3.787718 -0.397107 1.997700 -0.153 -0.020 -0.039 0.0035
N 2.721452 0.361890 2.083464 0.373 -0.009 0.238 0.0092
C 2.668563 1.317856 3.055991 -1.016 -0.155 -0.489 -0.0637
C 1.460359 2.127077 3.006416 0.519 0.648 0.486 0.0172
O 0.576994 1.980508 2.071838 0.531 0.207 -0.072 0.0300
H 2.292778 4.044687 5.745532 -0.009 -0.013 -0.008 0.0394
H 5.614182 0.751644 4.608478 -0.014 0.008 0.012 -0.0009
H 5.714540 -0.941778 2.793459 0.000 0.002 -0.016 0.0015
H 3.797267 -1.118766 1.187941 0.018 -0.008 -0.001 0.0015
C -2.247018 3.728059 -1.116282 -0.011 -0.005 -0.083 0.0003
C -1.420030 2.889839 -0.143926 -0.011 -0.057 0.071 -0.0023
Ge -0.093157 1.706380 -1.000436 0.061 0.326 0.408 -0.0318
C 1.396178 2.828032 -1.666810 0.010 -0.053 0.054 0.0082
C 1.077217 3.740195 -2.847306 -0.067 0.017 -0.064 -0.0014
C -0.901299 0.853271 -2.557546 0.097 -0.408 -0.165 -0.0097
C -0.850540 -0.481538 -2.706378 0.069 0.416 0.300 0.0314
Ge -0.089122 -1.404145 -1.088024 0.350 0.203 0.448 -0.0308
C 1.458826 -2.645039 -1.368797 -0.023 0.131 0.099 -0.0017
C 1.446666 -3.853116 -2.298665 -0.071 -0.076 -0.026 -0.0006
C -1.507851 -2.601314 -0.359990 -0.110 0.154 0.144 -0.0075
C -2.270331 -3.547391 -1.283159 0.033 -0.025 -0.076 0.0014
C -1.377937 -1.156358 -3.921563 -0.042 0.005 -0.158 -0.0107
C -2.149378 -0.482909 -4.880397 -0.031 -0.087 0.050 -0.0002
C -2.620530 -1.125980 -6.012580 0.038 -0.018 0.050 -0.0003
C -2.335926 -2.470231 -6.229984 -0.018 0.002 -0.035 0.0003
C -1.575753 -3.154497 -5.295321 0.013 0.022 0.013 -0.0009
C -1.110552 -2.502220 -4.161725 -0.012 0.070 -0.062 0.0014
H -3.000639 4.323732 -0.592437 0.007 0.006 0.010 -0.0005
H -2.774715 3.097909 -1.838262 -0.024 0.000 0.010 0.0000
H -1.630130 4.420588 -1.692090 0.002 0.013 0.020 -0.0001
H -2.081784 2.270991 0.459290 -0.014 0.002 -0.028 0.0016
H -0.871015 3.505899 0.571308 -0.001 -0.003 -0.048 0.0023
H 2.188768 2.122170 -1.915906 0.008 0.033 -0.026 -0.0089
H 1.751532 3.401619 -0.805854 -0.011 0.003 -0.027 0.0034
H 0.683231 3.171225 -3.694529 0.018 -0.004 -0.004 0.0006
H 1.965985 4.272123 -3.201475 0.006 -0.001 0.012 0.0002
H 0.329475 4.494869 -2.595555 0.025 0.015 0.015 0.0004
H -1.321971 1.473531 -3.349309 -0.005 0.033 -0.022 -0.0010
H 1.612164 -2.981168 -0.335201 0.054 -0.019 -0.039 0.0037
H 2.308577 -2.002925 -1.588721 -0.003 0.010 -0.034 -0.0112
H 0.628130 -4.546960 -2.085715 -0.008 0.011 0.012 -0.0004
H 2.377958 -4.420361 -2.202879 -0.008 -0.014 0.020 0.0010
H 1.362813 -3.563550 -3.347907 0.086 0.002 0.013 -0.0004
H -2.219542 -1.962352 0.166113 0.081 -0.085 -0.115 -0.0208
H -1.006758 -3.173007 0.423920 -0.020 -0.108 -0.042 -0.0021
H -2.822871 -3.009607 -2.054129 -0.033 0.026 -0.010 0.0002
H -2.991346 -4.138999 -0.709633 -0.017 -0.002 -0.023 -0.0003
H -1.614052 -4.252744 -1.797817 0.005 0.000 0.019 0.0001
H -2.396819 0.559154 -4.733181 -0.011 0.012 0.014 -0.0003
H -3.217503 -0.572606 -6.728144 -0.003 -0.018 -0.011 0.0000
H -2.706533 -2.972794 -7.115819 0.007 0.003 0.015 0.0000
H -1.338266 -4.202603 -5.437434 -0.021 0.009 -0.027 0.0000
H -0.519908 -3.047038 -3.445969 -0.027 -0.032 0.062 -0.0016
C -1.787158 -1.901016 3.642005 0.116 -0.014 0.077 0.0324
C -1.407791 -0.579068 2.962241 -0.079 0.458 0.189 0.1188
C -2.636509 -0.094714 2.167415 0.088 0.048 -0.006 0.0864
C -1.130103 0.494225 4.036244 0.297 -0.237 -0.554 0.0516
C -0.241455 -0.807555 2.010137 -0.181 0.078 -0.453 0.6937
H -2.635668 -1.759949 4.320292 -0.007 0.014 -0.004 0.0035
H -0.947580 -2.284512 4.228156 -0.007 -0.007 -0.024 -0.0071
H -2.061554 -2.657781 2.900857 -0.008 -0.010 -0.002 -0.0039
H -3.484909 0.082698 2.838275 0.006 -0.026 0.020 0.0035
H -2.942432 -0.823231 1.414673 -0.042 0.089 0.057 -0.0177
H -2.393635 0.842330 1.670855 -0.041 -0.014 -0.016 -0.0179
H -2.042865 0.738169 4.584955 0.002 0.018 0.074 -0.0025
H -0.743683 1.366413 3.505696 -0.329 -0.013 0.351 0.0060
H -0.358548 0.159047 4.732413 -0.007 -0.010 0.056 -0.0125
H -0.348922 -1.830249 1.664271 0.379 -0.276 0.104 0.1192
O 2.284659 0.040204 -0.684217 0.130 0.446 0.217 0.9581